# 1
Molecular formula: C5H9N
Method: DFT, ωB97M-V/def2-TZVPD

Output
- largest force on an atom (eV/A) = 5.2
- LUMO (hartree) = 0.0408
- E_tot (eV) = -6817.9055
- SMILES = C1N[C@H]2C[C@@H]1C2
- energy relative to the best compared isomer or geometry (same formula, charge and spin) (kcal/mol) = 71.2

Cartesian coordinates (Å):
1 C 1.11 0.61 0.27
2 N 1.18 -0.79 -0.02
3 C -0.17 -0.99 -0.42
4 C -0.73 0.36 -0.95
5 C -0.34 0.87 0.48
6 C -0.70 -0.57 1.03
7 H 1.44 1.11 -0.70
8 H 1.81 0.76 1.05
9 H 1.73 -0.92 -0.82
10 H -0.66 -1.86 -0.70
11 H -1.88 0.21 -1.07
12 H -0.08 0.72 -1.79
13 H -0.60 1.93 0.58
14 H -1.86 -0.56 1.11
15 H -0.23 -0.88 1.94

Atom charges from the Mulliken analysis, given in e for atoms 1 to 4: -0.624, -0.452, -0.455, -0.493

# 2
Molecular formula: C40H32O14S
Method: DFT, ωB97M-V/def2-TZVPD

Output
- largest force on an atom (eV/A) = 3.7
- LUMO (hartree) = -0.0776
- E_tot (eV) = -81490.9864

Cartesian coordinates (Å):
1 C -4.55 1.51 -1.12
2 C -3.88 0.24 -0.48
3 C -4.03 -1.03 -1.20
4 C -3.40 -2.22 -0.65
5 C -2.62 -2.16 0.59
6 C -2.44 -0.90 1.34
7 C -3.09 0.28 0.77
8 C -2.88 1.65 1.54
9 C -1.94 2.54 0.62
10 C -1.05 3.65 1.27
11 O -0.08 3.94 0.20
12 S 0.11 2.53 -0.67
13 O -0.44 2.50 -2.01
14 O 1.48 2.11 -0.49
15 O -0.92 1.57 0.19
16 H -5.21 1.22 -1.98
17 H -3.75 2.17 -1.57
18 H -5.09 2.11 -0.34
19 H -4.62 -1.02 -2.15
20 H -3.50 -3.20 -1.20
21 H -2.13 -3.09 0.95
22 H -1.83 -0.83 2.27
23 H -2.45 1.44 2.55
24 H -3.85 2.18 1.69
25 H -2.57 3.00 -0.18
26 H -1.72 4.55 1.31
27 H -0.52 3.45 2.24
28 C -5.09 -6.17 1.87
29 C -4.33 -5.59 0.94
30 C -4.28 -6.10 -0.45
31 O -3.59 -5.57 -1.29
32 C -5.11 -7.29 -0.76
33 C -5.87 -7.87 0.16
34 C -5.92 -7.35 1.55
35 O -6.61 -7.88 2.40
36 H -5.14 -5.80 2.89
37 H -3.72 -4.72 1.16
38 H -5.06 -7.65 -1.78
39 H -6.48 -8.74 -0.05
40 C 4.41 0.70 -1.62
41 C 4.84 1.96 -1.65
42 C 6.26 2.29 -1.86
43 O 6.65 3.44 -1.89
44 C 7.20 1.16 -2.02
45 C 6.78 -0.11 -1.99
46 C 5.35 -0.43 -1.79
47 O 4.96 -1.58 -1.76
48 H 3.37 0.45 -1.47
49 H 4.16 2.80 -1.53
50 H 8.25 1.41 -2.17
51 H 7.45 -0.95 -2.11
52 C 4.62 3.30 2.85
53 C 4.87 2.22 2.12
54 C 6.18 1.54 2.16
55 O 6.41 0.55 1.49
56 C 7.22 2.11 3.05
57 C 6.97 3.19 3.79
58 C 5.66 3.87 3.75
59 O 5.43 4.86 4.42
60 H 3.67 3.81 2.83
61 H 4.12 1.79 1.46
62 H 8.17 1.60 3.07
63 H 7.72 3.62 4.45
64 C -7.66 4.74 3.57
65 C -6.67 3.88 3.40
66 C -5.26 4.33 3.36
67 O -4.35 3.54 3.19
68 C -5.00 5.77 3.53
69 C -5.99 6.64 3.71
70 C -7.40 6.19 3.75
71 O -8.31 6.98 3.91
72 H -8.70 4.43 3.60
73 H -6.84 2.82 3.27
74 H -3.96 6.08 3.50
75 H -5.82 7.70 3.84
76 C 6.19 -4.00 -6.50
77 C 5.53 -5.11 -6.80
78 C 4.56 -5.71 -5.85
79 O 3.95 -6.72 -6.13
80 C 4.37 -5.03 -4.56
81 C 5.03 -3.91 -4.25
82 C 6.00 -3.31 -5.20
83 O 6.61 -2.30 -4.93
84 H 6.90 -3.55 -7.18
85 H 5.65 -5.62 -7.75
86 H 3.66 -5.48 -3.88
87 H 4.90 -3.40 -3.31

Atom charges from the Mulliken analysis, given in e for atoms 1 to 4: -1.166, 1.028, -0.866, -0.469

# 3
Molecular formula: C12H11Cl3GeReS4SbSi
Method: DFT, ωB97M-V/def2-TZVPD

Output
- 2S+1 = 2
- largest force on an atom (eV/A) = 1.9
- LUMO (alpha / beta) (hartree) = -0.4573 / -0.4616
- ⟨S²⟩ = 0.77
- E_tot (eV) = -166562.9584
- net charge = +3

Cartesian coordinates (Å):
1 Re 2.02 1.58 1.66
2 S 2.87 2.73 -3.13
3 Sb 4.09 3.43 -1.54
4 S 0.58 2.77 0.82
5 S 3.61 1.20 0.36
6 S 5.38 4.64 -0.37
7 Cl 4.52 3.26 4.32
8 Ge 2.58 2.76 3.83
9 Cl 1.15 3.12 5.27
10 Cl 2.21 0.11 3.44
11 C -0.59 0.06 -4.47
12 C -1.30 0.68 -3.44
13 C -1.04 0.35 -2.13
14 C -0.02 -0.59 -1.83
15 C 0.71 -1.18 -2.89
16 C 0.41 -0.86 -4.20
17 Si 0.21 -1.30 -0.20
18 C -1.15 -1.47 1.05
19 C -1.53 -0.60 2.10
20 C -2.62 -0.91 2.96
21 C -3.35 -2.06 2.78
22 C -2.99 -2.93 1.75
23 C -1.89 -2.63 0.88
24 H -0.82 0.31 -5.50
25 H -2.07 1.40 -3.68
26 H -1.62 0.80 -1.34
27 H 1.50 -1.90 -2.68
28 H 0.95 -1.33 -5.01
29 H 1.46 -2.03 0.05
30 H -0.99 0.32 2.27
31 H -2.89 -0.22 3.75
32 H -4.19 -2.29 3.42
33 H -3.54 -3.85 1.60
34 H -1.65 -3.34 0.10

Atom charges from the Mulliken analysis, given in e for atoms 1 to 4: 0.875, -0.188, 1.265, -0.024

# 4
Molecular formula: C32H34ClIrNPSi
Method: DFT, ωB97M-V/def2-TZVPD

Output
- 2S+1 = 6
- largest force on an atom (eV/A) = 6.2
- LUMO (alpha / beta) (hartree) = -0.0820 / -0.2402
- ⟨S²⟩ = 8.77
- E_tot (eV) = -67742.9676
- net charge = +1
- energy relative to the best compared isomer or geometry (same formula, charge and spin) (kcal/mol) = 1.9

Cartesian coordinates (Å):
1 C -0.84 -2.51 2.48
2 C -0.78 -2.54 1.05
3 C 0.59 -2.72 0.66
4 H -1.63 -2.42 0.40
5 C 1.38 -2.84 1.84
6 C 0.51 -2.69 2.97
7 H 0.82 -2.70 4.02
8 H -1.74 -2.41 3.07
9 H 0.93 -2.80 -0.37
10 H 2.46 -2.98 1.87
11 Ir 0.37 -0.90 1.78
12 Cl 1.92 0.44 0.77
13 P 0.32 -0.57 -1.80
14 C 1.44 -1.63 -2.84
15 C 1.03 -2.30 -4.01
16 H -0.02 -2.28 -4.30
17 C 1.96 -2.98 -4.80
18 H 1.62 -3.47 -5.72
19 C 3.30 -3.02 -4.43
20 H 4.03 -3.53 -5.06
21 C 3.71 -2.39 -3.25
22 H 4.76 -2.42 -2.95
23 C 2.79 -1.70 -2.45
24 H 3.10 -1.20 -1.53
25 C -1.27 -0.98 -2.64
26 C -1.89 -2.19 -2.28
27 H -1.40 -2.86 -1.58
28 C -3.12 -2.56 -2.83
29 H -3.60 -3.49 -2.52
30 C -3.72 -1.75 -3.80
31 H -4.66 -2.06 -4.27
32 C -3.09 -0.56 -4.20
33 H -3.53 0.05 -4.98
34 C -1.89 -0.16 -3.60
35 H -1.43 0.78 -3.90
36 C 0.70 1.05 -2.62
37 C 1.39 1.19 -3.83
38 H 1.81 0.32 -4.33
39 C 1.53 2.46 -4.42
40 H 2.04 2.54 -5.37
41 C 1.00 3.59 -3.79
42 H 1.09 4.57 -4.27
43 C 0.36 3.46 -2.55
44 H -0.04 4.34 -2.05
45 C 0.21 2.20 -1.97
46 H -0.28 2.09 -1.00
47 C -3.02 0.00 3.69
48 Si -1.31 0.40 4.34
49 C -1.44 1.98 5.33
50 C -0.69 -0.89 5.54
51 N -0.15 0.59 2.94
52 C 0.38 1.86 2.78
53 C -0.17 2.75 1.82
54 C 0.36 4.02 1.66
55 C 1.42 4.46 2.47
56 C 1.93 3.61 3.46
57 C 1.44 2.32 3.60
58 H -3.72 -0.08 4.54
59 H -3.06 -0.94 3.13
60 H -3.37 0.81 3.04
61 H -2.25 1.88 6.07
62 H -0.51 2.20 5.88
63 H -1.66 2.85 4.70
64 H -0.98 -1.91 5.28
65 H 0.40 -0.85 5.64
66 H -1.13 -0.65 6.53
67 H -1.02 2.42 1.22
68 H -0.05 4.69 0.90
69 H 1.82 5.47 2.36
70 H 2.72 3.95 4.13
71 H 1.84 1.63 4.35

Atom charges from the Mulliken analysis, given in e for atoms 1 to 4: -0.991, -0.366, -0.169, 0.284

# 5
Molecular formula: C4H3N3O2
Method: DFT, ωB97M-V/def2-TZVPD

Output
- largest force on an atom (eV/A) = 10.9
- LUMO (hartree) = -0.0110
- E_tot (eV) = -12756.5547
- energy relative to the best compared isomer or geometry (same formula, charge and spin) (kcal/mol) = 97.6

Cartesian coordinates (Å):
1 C -1.55 -0.28 -0.04
2 C 0.37 -0.79 0.12
3 C 2.54 -0.19 -0.27
4 C 0.51 0.49 0.03
5 H -3.35 0.43 0.60
6 H 3.65 -0.48 0.05
7 H -1.15 1.79 -0.33
8 N -0.74 -1.25 -0.05
9 N 1.89 1.03 -0.14
10 N -0.88 0.85 0.25
11 O -2.89 -0.31 -0.30
12 O 1.62 -1.29 0.08

Atom charges from the Mulliken analysis, given in e for atoms 1 to 4: 0.281, 0.652, -0.043, 0.333

# 6
Molecular formula: C24H28N2O5S
Method: DFT, ωB97M-V/def2-TZVPD

Output
- largest force on an atom (eV/A) = 1.4
- LUMO (hartree) = 0.0187
- E_tot (eV) = -49395.1171
- energy relative to the best compared isomer or geometry (same formula, charge and spin) (kcal/mol) = 44.6

Cartesian coordinates (Å):
1 C -3.76 -1.41 1.58
2 H -2.79 -1.49 2.09
3 O -4.00 -0.09 1.15
4 C -3.13 0.47 0.26
5 C -2.03 -0.17 -0.29
6 C -1.21 0.49 -1.19
7 C -1.47 1.80 -1.55
8 C -2.57 2.45 -1.00
9 C -3.40 1.81 -0.09
10 O -4.48 2.37 0.51
11 C -4.71 3.74 0.31
12 H -4.96 3.96 -0.73
13 H -3.85 4.34 0.62
14 H -5.56 3.99 0.94
15 H -2.76 3.47 -1.28
16 C -0.56 2.55 -2.48
17 H -1.13 3.16 -3.17
18 H 0.06 1.86 -3.05
19 C 0.36 3.47 -1.65
20 N 1.12 2.70 -0.71
21 C 0.94 2.79 0.62
22 O 0.18 3.56 1.16
23 C 1.77 1.78 1.41
24 H 1.69 2.01 2.47
25 H 1.40 0.77 1.21
26 S 3.57 1.83 0.99
27 O 3.66 1.70 -0.48
28 C 3.96 0.11 1.62
29 C 3.28 -0.87 0.77
30 C 3.64 -1.34 -0.47
31 O 2.65 -2.15 -0.90
32 C 1.72 -2.15 0.08
33 N 2.05 -1.39 1.09
34 C 0.51 -2.93 -0.03
35 C -0.28 -3.15 1.09
36 C -1.43 -3.91 1.00
37 C -1.83 -4.45 -0.22
38 C -1.04 -4.22 -1.34
39 C 0.12 -3.48 -1.26
40 H 0.73 -3.31 -2.13
41 H -1.34 -4.63 -2.30
42 C -3.08 -5.26 -0.34
43 H -3.58 -5.36 0.63
44 H -3.77 -4.78 -1.03
45 H -2.86 -6.25 -0.72
46 H -2.03 -4.09 1.88
47 H 0.03 -2.73 2.04
48 C 4.84 -1.13 -1.32
49 H 5.73 -1.48 -0.80
50 H 4.73 -1.68 -2.25
51 H 4.95 -0.07 -1.54
52 H 3.62 0.06 2.65
53 H 5.04 0.01 1.56
54 H 1.87 2.12 -1.06
55 H -0.24 4.18 -1.08
56 H 1.04 4.03 -2.31
57 H -0.35 -0.03 -1.60
58 H -1.80 -1.19 -0.02
59 H -3.79 -2.12 0.75
60 H -4.56 -1.64 2.28

Atom charges from the Mulliken analysis, given in e for atoms 1 to 4: -0.818, 0.322, -0.447, 0.795

# 7
Molecular formula: C18H22N4OS
Method: DFT, ωB97M-V/def2-TZVPD

Output
- largest force on an atom (eV/A) = 5.2
- LUMO (hartree) = 0.0114
- E_tot (eV) = -37864.4132
- SMILES = CC(C)CNCc1ccccc1Cn1c(=S)[nH]c(=O)c2[nH]ccc21
- energy relative to the best compared isomer or geometry (same formula, charge and spin) (kcal/mol) = 63.9

Cartesian coordinates (Å):
1 C 2.26 -1.56 -3.13
2 C 1.20 -1.35 -2.06
3 C 0.20 -2.56 -1.86
4 C 1.96 -1.08 -0.74
5 N 1.05 -0.73 0.27
6 C 1.42 -0.67 1.72
7 C 2.17 0.67 1.91
8 C 3.51 0.74 1.47
9 C 4.37 1.75 1.80
10 C 3.91 2.80 2.63
11 C 2.50 2.87 2.89
12 C 1.66 1.81 2.62
13 C 0.21 1.96 3.05
14 N -0.75 2.16 1.91
15 C -0.87 3.46 1.28
16 S -0.47 4.80 2.12
17 N -1.55 3.72 0.10
18 C -2.24 2.62 -0.47
19 O -2.88 2.82 -1.53
20 C -2.50 1.43 0.34
21 N -3.55 0.46 0.27
22 C -3.33 -0.42 1.36
23 C -2.19 -0.04 2.01
24 C -1.74 1.20 1.47
25 H 3.14 -0.93 -2.94
26 H 1.89 -1.27 -4.06
27 H 2.57 -2.62 -3.23
28 H 0.62 -0.50 -2.34
29 H -0.23 -2.90 -2.84
30 H 0.79 -3.40 -1.50
31 H -0.66 -2.34 -1.22
32 H 2.49 -2.00 -0.45
33 H 2.62 -0.23 -0.87
34 H 0.29 -0.09 -0.02
35 H 0.53 -0.70 2.31
36 H 2.10 -1.50 2.04
37 H 3.90 -0.23 1.05
38 H 5.33 1.63 1.34
39 H 4.50 3.77 2.80
40 H 1.96 3.72 3.26
41 H 0.05 2.78 3.75
42 H -0.04 1.02 3.64
43 H -1.78 4.67 -0.18
44 H -4.44 0.53 -0.23
45 H -3.85 -1.36 1.70
46 H -1.76 -0.55 2.88

Atom charges from the Mulliken analysis, given in e for atoms 1 to 4: -1.576, 0.726, -1.348, -0.994

# 8
Molecular formula: C5H12S
Method: DFT, ωB97M-V/def2-TZVPD

Output
- largest force on an atom (eV/A) = 2.6
- LUMO (hartree) = 0.0309
- E_tot (eV) = -16214.2400
- SMILES = CCC(C)(C)S
- energy relative to the best compared isomer or geometry (same formula, charge and spin) (kcal/mol) = 12.4

Cartesian coordinates (Å):
1 C -2.36 -0.62 -0.08
2 C -1.17 0.27 -0.57
3 C 0.19 0.32 0.06
4 C 0.94 1.39 -0.84
5 C 0.11 0.95 1.46
6 S 1.26 -1.19 -0.07
7 H -2.11 -1.70 -0.02
8 H -3.22 -0.64 -0.78
9 H -2.66 -0.22 0.93
10 H -1.54 1.34 -0.44
11 H -1.00 0.15 -1.64
12 H 0.63 2.39 -0.59
13 H 0.69 1.17 -1.95
14 H 2.08 1.41 -0.83
15 H 1.12 1.17 1.83
16 H -0.51 1.86 1.33
17 H -0.49 0.15 2.06
18 H 0.66 -1.83 0.92

Atom charges from the Mulliken analysis, given in e for atoms 1 to 4: -1.170, -0.491, 0.947, -1.472